No. 1
{
  "formula": "C2H4Cl2OS",
  "method": "ωB97M-V/def2-TZVPD",
  "gap_ev": [7.4, 9.6],
  "e_homo_ev": [-7.3181, -11.3987],
  "s_squared": 2.008,
  "lumo_ev": [0.13, -1.77],
  "multiplicity": 3,
  "relative_energy_ev": 0.000,
  "elements": ["C", "C", "O", "S", "Cl", "Cl", "H", "H", "H", "H"],
  "positions_angstrom": [[-1.123, 0.295, -0.321], [-0.605, -0.517, 0.700], [1.615, 0.653, -1.332], [1.932, -0.398, -0.442], [-0.854, -2.181, 0.722], [2.967, 0.475, 1.089], [-0.402, 0.792, -0.957], [-1.666, 1.096, 0.053], [-1.793, -0.183, -0.937], [-0.072, -0.031, 1.425]],
  "forces_ev_per_angstrom": [[0.3, 1.1, -1.6], [-1.0, -1.2, 0.3], [-0.6, 2.3, -2.4], [2.0, -2.4, 1.6], [0.2, -0.3, 0.2], [0.1, -0.1, 0.3], [0.2, -0.1, -0.2], [-1.2, 1.8, 1.2], [-1.5, -1.4, -1.6], [1.4, 0.3, 2.2]]
}

***

No. 2
{
  "formula": "C16H12ClNO4S",
  "method": "ωB97M-V/def2-TZVPD",
  "gap_ev": 7.7,
  "e_homo_ev": -8.9267,
  "lumo_ev": -1.19,
  "elements": ["O", "C", "C", "C", "C", "C", "C", "C", "N", "C", "O", "C", "C", "H", "H", "S", "O", "O", "C", "C", "C", "C", "C", "C", "H", "H", "H", "H", "H", "H", "H", "H", "H", "Cl", "H"],
  "positions_angstrom": [[0.299, 1.305, -2.895], [0.171, 0.382, -2.135], [1.182, -0.445, -1.474], [2.563, -0.396, -1.547], [3.279, -1.289, -0.761], [2.631, -2.196, 0.069], [1.245, -2.248, 0.138], [0.522, -1.365, -0.640], [-0.856, -1.202, -0.749], [-1.170, -0.181, -1.606], [-2.287, 0.190, -1.873], [-1.866, -1.947, -0.029], [-2.649, -1.047, 0.908], [-3.167, -0.259, 0.369], [-3.357, -1.613, 1.508], [-1.498, -0.252, 2.095], [-2.290, 0.284, 3.167], [-0.484, -1.221, 2.426], [-0.727, 1.107, 1.209], [0.652, 1.170, 1.151], [1.254, 2.214, 0.467], [0.471, 3.174, -0.153], [-0.912, 3.110, -0.072], [-1.518, 2.075, 0.620], [-2.592, 2.022, 0.709], [-1.518, 3.864, -0.550], [0.938, 3.980, -0.697], [2.330, 2.272, 0.416], [1.228, 0.403, 1.645], [-1.369, -2.727, 0.548], [-2.547, -2.406, -0.756], [0.770, -2.939, 0.814], [3.218, -2.869, 0.675], [5.004, -1.265, -0.807], [3.054, 0.315, -2.191]],
  "forces_ev_per_angstrom": [[-0.2, -0.3, 0.2], [0.3, 0.3, -0.2], [0.3, -0.5, 0.2], [-0.2, -0.2, 0.1], [-0.2, 0.1, 0.0], [0.0, 0.1, -0.1], [-0.1, 0.0, 0.0], [0.8, 0.2, -0.5], [-0.2, -0.1, 0.0], [-0.7, 0.1, -0.2], [0.1, 0.0, -0.1], [-0.2, -0.1, -0.1], [0.8, 0.4, 0.3], [-0.1, 0.0, 0.0], [0.0, 0.0, 0.2], [-0.5, 0.0, 0.1], [-0.2, 0.2, -0.1], [0.2, -0.1, -0.3], [-0.2, -0.5, 0.3], [0.1, -0.1, 0.2], [0.0, 0.1, 0.1], [0.1, 0.0, 0.1], [-0.1, 0.0, 0.1], [-0.1, 0.2, 0.0], [-0.2, 0.0, -0.1], [-0.1, 0.1, -0.1], [0.0, 0.1, -0.1], [0.1, 0.0, 0.0], [0.1, -0.1, 0.0], [-0.1, 0.0, -0.1], [0.1, 0.0, 0.2], [-0.1, -0.1, 0.1], [0.1, 0.0, 0.0], [0.3, 0.0, 0.0], [0.1, 0.1, -0.1]]
}

***

No. 3
{
  "formula": "C4H8OS",
  "method": "ωB97M-V/def2-TZVPD",
  "gap_ev": 9.2,
  "e_homo_ev": -8.3522,
  "lumo_ev": 0.81,
  "relative_energy_ev": 1.138,
  "elements": ["C", "C", "C", "C", "H", "H", "H", "H", "H", "H", "H", "H", "O", "S"],
  "positions_angstrom": [[1.359, -0.750, 0.174], [-0.060, -0.565, 0.680], [-0.533, 0.853, 0.433], [-1.683, 0.604, -0.541], [2.249, -0.231, -1.438], [2.112, -0.389, 0.927], [1.541, -1.827, -0.037], [-0.205, -1.015, 1.692], [0.209, 1.402, -0.076], [-0.750, 1.345, 1.352], [-1.534, 0.881, -1.596], [-2.680, 0.877, -0.180], [1.435, 0.013, -1.013], [-1.460, -1.199, -0.377]],
  "forces_ev_per_angstrom": [[-0.1, -0.7, 0.3], [-0.4, -1.1, 0.4], [-0.4, 0.3, 0.1], [-0.7, -0.6, 0.0], [0.4, 0.0, -0.5], [-0.7, -0.3, -0.4], [0.0, 0.5, 0.2], [0.4, 0.7, -0.6], [0.9, 0.7, -0.2], [-0.6, 0.6, 0.6], [0.0, 0.3, 0.6], [0.3, 0.2, -0.2], [0.4, -0.2, -0.2], [0.5, -0.5, 0.0]]
}

***

No. 4
{
  "formula": "H2INO3P",
  "method": "ωB97M-V/def2-TZVPD",
  "gap_ev": 7.5,
  "e_homo_ev": -4.3903,
  "lumo_ev": 3.14,
  "charge": -1,
  "relative_energy_ev": 2.048,
  "elements": ["N", "O", "O", "O", "P", "I", "H", "H"],
  "positions_angstrom": [[1.133, 0.129, -0.074], [-0.023, -1.710, 1.260], [-0.366, -1.596, -1.337], [-0.877, 2.085, -0.592], [-0.102, -0.988, -0.035], [-2.023, 0.825, 0.162], [0.927, 0.981, -0.386], [1.330, 0.273, 1.001]],
  "forces_ev_per_angstrom": [[1.6, -3.7, 5.2], [-0.4, 0.1, -0.2], [-0.4, -0.1, -0.6], [0.3, 0.8, -0.3], [0.9, -0.8, 0.7], [-0.3, -0.4, 0.3], [-1.4, 4.4, -2.2], [-0.2, -0.4, -2.8]]
}

***

| no. | E_tot (eV) |
| --- | --- |
| 1 | -40063.073 |
| 2 | -49824.549 |
| 3 | -17159.312 |
| 4 | -25056.453 |